# 1
This record from the OMol25 dataset describes a structure of composition C32H32FInN10O3S2. The level of theory is ωB97M-V/def2-TZVPD.

As for the energy above the lowest of the compared OMol25 structures with the same formula, charge and spin: 0.0 kJ/mol. The value obtained for the LUMO energy is -4.389 eV. As for the charge: +2. Its orbital gap is 7.30 eV. Its largest force on an atom is 0.008 Eh/bohr.

Atoms and positions in Å:
In: -0.60 -1.17 -3.51
S: 0.17 -2.99 -5.06
S: 1.27 -1.58 -7.55
F: -0.88 2.34 4.87
O: 0.79 -3.03 -1.18
O: 0.76 -0.93 -1.93
O: -0.77 0.30 0.32
N: 0.58 -0.42 -5.36
N: -1.01 1.04 -3.16
N: 2.16 -1.57 2.48
N: -1.84 -3.46 -1.70
N: 1.11 1.17 6.35
N: -3.17 1.15 -6.12
N: -2.40 -0.50 -4.91
N: 0.26 1.85 8.95
N: -1.90 2.94 -3.72
N: -2.11 -2.30 -2.31
C: 0.98 0.61 -6.21
C: 1.82 2.40 -8.15
C: 1.38 0.16 -7.48
C: -3.44 -2.15 -2.26
C: 1.17 2.55 6.77
C: 0.10 2.84 7.82
C: -1.07 3.20 -2.66
C: 0.83 -1.81 -1.00
C: -3.02 -1.03 -6.01
C: 0.43 0.08 2.35
C: -2.49 0.81 -5.01
C: 1.01 1.97 -5.91
C: 1.81 1.05 -8.46
C: 0.68 -1.60 -5.93
C: 1.91 -1.90 1.19
C: 3.18 -2.34 3.22
C: 0.14 -0.25 0.93
C: 1.65 -0.19 4.42
C: 2.57 -3.42 4.11
C: 1.43 2.85 -6.89
C: 0.90 0.80 5.02
C: 0.22 0.42 8.49
C: -3.50 -0.01 -6.78
C: -1.84 1.63 -4.00
C: 0.99 -1.30 0.40
C: -2.96 -4.04 -1.25
C: -0.11 1.41 4.26
C: -4.02 -3.23 -1.58
C: 1.29 0.21 7.41
C: -0.52 2.00 -2.31
C: -0.34 1.08 2.96
C: 1.42 -0.57 3.09
H: -0.95 4.18 -2.25
H: -0.46 2.01 9.65
H: 1.03 3.22 5.93
H: 2.50 -2.72 0.79
H: 1.19 -0.80 7.03
H: -2.92 -4.98 -0.72
H: 1.16 2.03 9.41
H: 3.35 -3.96 4.63
H: -5.06 -3.39 -1.38
H: 2.44 -0.66 4.99
H: -3.91 -1.29 -2.71
H: 2.16 2.77 7.21
H: -3.34 2.08 -6.47
H: -2.47 3.63 -4.20
H: 2.28 0.30 7.87
H: 2.13 0.70 -9.43
H: 2.01 -4.13 3.50
H: -3.06 -2.09 -6.18
H: 0.17 1.75 -1.53
H: 0.39 -0.22 9.35
H: -0.89 2.69 7.40
H: 3.79 -1.65 3.79
H: 0.75 2.31 -4.92
H: -1.12 1.56 2.38
H: 2.15 3.11 -8.90
H: 1.89 -2.99 4.85
H: -4.05 -0.01 -7.70
H: -0.77 0.25 8.08
H: 0.19 3.84 8.23
H: 3.84 -2.79 2.48
H: -0.86 -3.69 -1.53
H: 1.47 3.91 -6.67

---

# 2
This record from the OMol25 dataset describes a cluster of 6 separate species, C32H32N4O4 in total at a distorted geometry. The level of theory is ωB97M-V/def2-TZVPD.

As for the energy above the lowest of the compared OMol25 structures with the same formula, charge and spin: 1288.7 kJ/mol. The value obtained for the LUMO energy is 0.410 eV. As for the charge: 0. Its orbital gap is 8.44 eV. Its largest force on an atom is 0.248 Eh/bohr.

Atoms and positions in Å:
O: 6.32 3.22 0.02
O: -1.67 3.72 -1.12
O: -3.96 0.55 -5.02
O: 1.33 5.66 -0.66
N: 0.25 -5.79 1.67
N: -5.86 -0.97 2.28
N: 4.99 -0.26 -0.94
N: -1.01 -0.84 1.77
C: -2.04 3.32 -3.30
C: -6.86 -1.03 1.25
C: -1.12 -4.59 3.67
C: 2.54 5.06 -0.50
C: 5.13 5.25 -0.61
C: 5.13 3.85 -0.18
C: -3.90 1.27 -2.66
C: -6.74 -1.60 0.00
C: 5.09 -0.37 0.36
C: -1.71 -5.70 3.07
C: 0.02 0.06 -0.18
C: -1.13 -0.29 0.58
C: -2.25 3.02 -1.96
C: -2.55 2.41 -4.31
C: 0.13 -4.17 3.32
C: 2.63 3.72 -0.33
C: -0.92 -6.25 1.95
C: 4.43 -1.30 -1.72
C: 1.28 0.00 0.41
C: 3.69 5.86 -0.69
C: -5.37 -1.91 -0.38
C: -4.58 -1.30 1.81
C: 4.73 -1.58 1.09
C: 3.91 -2.48 -1.09
C: -3.47 1.42 -3.96
C: -4.40 -1.73 0.55
C: -3.21 2.13 -1.47
C: 3.91 3.13 -0.15
C: 0.27 -0.87 2.31
C: 0.78 -4.79 2.21
C: 1.47 -0.53 1.73
C: 4.22 -2.64 0.30
H: 4.02 2.05 -0.07
H: -1.34 -6.87 1.26
H: 5.60 0.49 0.62
H: 7.13 3.81 0.00
H: 0.49 5.17 -0.39
H: -5.28 -2.54 -1.25
H: -3.87 -1.48 2.71
H: -1.37 4.19 -3.58
H: 5.03 -1.49 2.13
H: 0.34 -1.26 3.32
H: 0.60 -3.40 3.72
H: -7.61 -0.50 1.64
H: 3.33 6.82 -1.17
H: -1.95 -0.02 0.35
H: 2.36 -0.74 2.08
H: 3.98 -3.30 0.87
H: 2.24 0.36 -0.12
H: -0.20 0.37 -1.24
H: -3.41 1.97 -0.50
H: -7.64 -1.76 -0.75
H: -2.10 3.76 -0.30
H: 1.94 -4.49 2.20
H: -1.38 -4.12 4.60
H: -3.63 0.77 -5.94
H: -3.45 -2.04 0.29
H: 1.75 3.14 -0.14
H: -2.59 -6.01 3.40
H: 6.18 5.77 -0.79
H: 3.40 -3.23 -1.53
H: 4.53 -1.03 -2.84
H: -2.05 2.51 -5.44
H: -4.49 0.46 -2.26

---

# 3
This record from the OMol25 dataset describes a cluster of 6 separate species, C32H32N4O4 in total at a distorted geometry. The level of theory is ωB97M-V/def2-TZVPD.

As for the energy above the lowest of the compared OMol25 structures with the same formula, charge and spin: 1096.8 kJ/mol. The value obtained for the LUMO energy is 0.246 eV. As for the charge: 0. Its orbital gap is 8.29 eV. Its largest force on an atom is 0.217 Eh/bohr.

Atoms and positions in Å:
O: 0.33 -5.82 -2.93
O: -0.10 -6.36 2.45
O: 4.13 -4.20 8.73
O: 2.88 -5.05 3.31
N: -3.14 -10.68 0.18
N: 1.48 -13.71 -2.48
N: -6.07 -6.99 -2.10
N: -1.81 -7.73 5.17
C: -3.98 -5.94 -2.16
C: 0.22 -8.87 4.87
C: -5.67 -7.84 -3.05
C: 2.09 -5.05 5.63
C: -2.44 -8.50 4.32
C: 0.87 -12.83 -3.36
C: -3.55 -6.80 -3.13
C: -1.77 -9.53 3.55
C: 1.18 -13.69 -1.17
C: -3.63 -11.66 0.89
C: 0.44 -12.60 -0.65
C: 4.65 -4.39 6.39
C: 3.79 -4.46 7.52
C: -5.30 -10.06 1.75
C: -4.79 -11.40 1.70
C: -0.15 -7.35 0.40
C: 2.47 -4.76 7.05
C: -0.07 -7.17 -1.20
C: 0.10 -11.70 -2.91
C: 0.19 -6.26 1.14
C: 3.11 -4.96 4.68
C: 4.43 -4.67 5.03
C: 0.61 -5.07 0.63
C: -0.03 -11.66 -1.53
C: 0.16 -5.91 -1.66
C: -5.25 -6.10 -1.62
C: -4.68 -9.02 1.05
C: -3.55 -9.39 0.17
C: -4.41 -7.79 -3.61
C: -0.31 -9.69 3.86
C: 0.55 -4.86 -0.84
C: -0.53 -7.91 5.52
H: -5.56 -5.41 -0.77
H: 1.21 -9.09 5.21
H: -0.44 -10.63 -1.10
H: 2.02 -5.30 3.20
H: -5.56 -12.07 2.32
H: 5.30 -4.68 4.29
H: -4.85 -8.08 1.21
H: -2.63 -6.47 -3.54
H: 1.66 -4.80 7.73
H: -4.16 -8.64 -4.31
H: -0.12 -8.03 -1.89
H: -3.07 -12.52 0.54
H: -2.12 -9.84 2.70
H: 1.65 -14.58 -0.65
H: -2.99 -8.71 -0.46
H: -0.18 -7.21 2.74
H: 1.14 -13.02 -4.39
H: -0.59 -8.27 0.66
H: 3.61 -4.30 9.41
H: -0.10 -7.41 6.26
H: 5.75 -4.12 6.74
H: -6.44 -8.61 -3.38
H: 0.36 -6.52 -3.44
H: -6.12 -10.06 2.42
H: 0.37 -12.59 0.40
H: -3.35 -5.25 -1.85
H: -3.34 -8.02 3.80
H: 0.63 -4.29 1.35
H: 0.23 -10.25 3.24
H: 1.11 -5.29 5.31
H: -0.12 -10.96 -3.47
H: 0.88 -4.07 -1.17